No. 1
A molecular structure, C28H43BN10ReS5, computed with ωB97M-V/def2-TZVPD.

DFT total energy (eV): -101610.7280
Lowest unoccupied orbital energy (spin up / spin down) (Ha): -0.186 / -0.227
E_HOMO (spin up / spin down) (Ha): -0.474 / -0.486
Relative energy (zero: lowest compared OMol25 entry of this formula, charge and spin) (eV): 0.000

```
! RIJCOSX wB97M-V def2-TZVPD def2/J DEFGRID3
* xyz 2 4
Re -0.492 0.800 1.115
C -2.091 -2.757 3.130
C -1.492 -3.914 2.340
C -0.141 -4.357 2.895
C -2.457 -5.094 2.404
N -1.305 -3.513 0.898
C -1.761 -4.265 -0.164
C -1.200 -3.769 -1.285
N -0.394 -2.713 -0.928
B 0.503 -1.954 -1.958
N 1.868 -1.578 -1.298
C 2.799 -2.561 -1.152
C 3.936 -1.995 -0.692
N 3.709 -0.654 -0.563
C 2.409 -0.413 -0.869
S 1.483 1.027 -0.494
C 4.766 0.255 -0.018
C 6.141 -0.329 -0.352
C 4.579 0.304 1.499
C 4.724 1.632 -0.680
N -0.119 -0.734 -2.631
C 0.327 -0.378 -3.887
C -0.345 0.731 -4.262
N -1.211 1.054 -3.234
C -1.047 0.135 -2.263
S -1.948 0.045 -0.787
C -2.140 2.233 -3.245
C -3.579 1.727 -3.234
C -1.832 3.134 -2.052
C -1.904 3.040 -4.521
C -0.476 -2.567 0.401
S 0.389 -1.391 1.349
H -2.166 -3.058 4.174
H -3.101 -2.537 2.786
H -1.479 -1.858 3.084
H -0.277 -4.700 3.919
H 0.584 -3.549 2.905
H 0.258 -5.185 2.309
H -2.643 -5.308 3.454
H -2.039 -5.995 1.957
H -3.418 -4.871 1.941
H -2.428 -5.093 -0.040
H -1.293 -4.080 -2.308
H 0.706 -2.715 -2.858
H 2.593 -3.574 -1.440
H 4.891 -2.435 -0.492
H 6.407 -1.174 0.279
H 6.886 0.445 -0.180
H 6.204 -0.624 -1.399
H 4.590 -0.699 1.923
H 3.633 0.771 1.775
H 5.388 0.875 1.951
H 5.170 1.592 -1.673
H 5.331 2.306 -0.075
H 3.730 2.039 -0.788
H 1.090 -0.936 -4.396
H -0.276 1.303 -5.163
H -3.801 1.148 -2.340
H -3.772 1.110 -4.112
H -4.254 2.580 -3.267
H -2.032 2.633 -1.110
H -2.467 4.016 -2.111
H -0.790 3.457 -2.073
H -2.143 2.471 -5.418
H -0.884 3.417 -4.588
H -2.572 3.898 -4.496
N 2.246 3.184 1.520
C 1.001 3.656 1.391
N -0.087 2.910 1.262
C -1.217 3.726 1.436
C -0.987 5.046 1.547
S 0.702 5.351 1.526
C -2.474 3.021 1.579
C -3.721 3.478 1.801
S -4.823 2.160 1.959
C -3.539 1.048 1.720
N -2.362 1.634 1.531
N -3.720 -0.277 1.742
H 2.419 2.269 1.117
H 3.010 3.840 1.472
H -1.700 5.838 1.692
H -4.059 4.492 1.902
H -4.653 -0.652 1.789
H -2.999 -0.892 1.391
C -0.125 0.826 3.214
H 0.182 1.816 3.556
H 0.629 0.106 3.533
H -1.053 0.568 3.733
*
```


No. 2
A molecular structure, C11H23IrP2, computed with ωB97M-V/def2-TZVPD.

DFT total energy (eV): -33181.4183
Lowest unoccupied orbital energy (spin up / spin down) (Ha): -0.098 / -0.235
E_HOMO (spin up / spin down) (Ha): -0.281 / -0.480
Relative energy (zero: lowest compared OMol25 entry of this formula, charge and spin) (eV): 0.000

```
! RIJCOSX wB97M-V def2-TZVPD def2/J DEFGRID3
* xyz 1 6
C -2.175 0.150 -2.816
C -1.821 0.768 -3.991
C -0.608 1.418 -4.261
C 0.455 1.605 -3.371
C 0.554 1.102 -2.083
Ir -0.770 -0.196 -1.401
P -2.515 -1.473 -0.658
H -3.246 -0.145 -2.711
H -2.587 0.781 -4.764
H -0.520 1.859 -5.256
H 1.389 1.484 -1.467
H 1.266 2.231 -3.726
H -2.208 -2.844 -0.380
H -3.652 -1.701 -1.488
H -3.219 -0.948 0.475
C 3.154 -0.119 0.323
C 1.978 -0.828 0.972
P 0.245 -0.332 0.577
C -0.647 -1.460 1.770
C -0.023 -1.765 3.130
C 0.251 1.430 1.131
C 0.459 1.636 2.622
H 3.182 -0.306 -0.756
H 4.061 -0.565 0.765
H 3.176 0.962 0.524
H 2.016 -1.908 0.766
H 2.064 -0.717 2.059
H -1.660 -1.049 1.913
H -0.772 -2.429 1.249
H 0.088 -0.871 3.752
H -0.694 -2.443 3.676
H 0.940 -2.283 3.049
H 1.048 1.938 0.569
H -0.710 1.849 0.792
H 1.423 1.276 2.993
H 0.423 2.712 2.820
H -0.344 1.180 3.202
*
```


No. 3
A molecular structure, CHCl2NO2, computed with ωB97M-V/def2-TZVPD.

DFT total energy (eV): -31675.7997
Lowest unoccupied orbital energy (spin up / spin down) (Ha): -0.010 / -0.068
E_HOMO (spin up / spin down) (Ha): -0.225 / -0.386
Relative energy (zero: lowest compared OMol25 entry of this formula, charge and spin) (eV): 2.161

```
! RIJCOSX wB97M-V def2-TZVPD def2/J DEFGRID3
* xyz 0 3
C -1.574 -0.926 0.385
N 1.057 -0.123 0.160
O -2.071 -1.931 0.272
O -1.199 0.164 0.401
Cl 2.123 0.558 1.442
Cl 1.380 0.693 -1.194
H 0.285 1.566 -1.466
*
```


No. 4
2 unconnected molecules or ions with the total composition C5H8N2O3S, computed with ωB97M-V/def2-TZVPD.

DFT total energy (eV): -25268.8197
Lowest unoccupied orbital energy (Ha): 0.027
E_HOMO (Ha): -0.326
Relative energy (zero: lowest compared OMol25 entry of this formula, charge and spin) (eV): 3.852

```
! RIJCOSX wB97M-V def2-TZVPD def2/J DEFGRID3
* xyz 0 1
C 0.807 0.200 1.992
C 1.304 -0.870 1.333
C -0.776 -0.506 0.521
C 0.460 -2.425 -0.392
C -1.557 1.512 -1.787
N -0.457 0.387 1.501
N 0.328 -1.285 0.465
O 1.047 0.997 -1.023
O -0.586 2.486 -2.222
O -0.232 2.705 0.243
S -0.142 1.759 -0.826
H 1.244 0.839 2.728
H 2.253 -1.359 1.397
H 1.354 -2.334 -1.011
H 0.530 -3.343 0.201
H -0.421 -2.482 -1.029
H -2.493 1.940 -1.457
H -1.609 0.634 -2.418
H -1.052 1.147 1.782
*
```


No. 5
C18H22N2OS in the gas phase, computed with ωB97M-V/def2-TZVPD.

DFT total energy (eV): -34886.5960
Lowest unoccupied orbital energy (Ha): 0.024
E_HOMO (Ha): -0.284
Relative energy (zero: lowest compared OMol25 entry of this formula, charge and spin) (eV): 0.000
Structure (SMILES): CN(C)c1ccc(C(=O)NCCCSc2ccccc2)cc1

```
! RIJCOSX wB97M-V def2-TZVPD def2/J DEFGRID3
* xyz 0 1
C -6.739 -1.633 0.319
N -5.396 -1.930 -0.113
C -5.098 -3.266 -0.564
C -4.419 -0.974 -0.061
C -3.071 -1.293 -0.286
C -2.090 -0.325 -0.252
C -2.401 1.006 0.016
C -1.405 2.101 0.087
O -1.599 3.129 0.714
N -0.261 1.903 -0.619
C 0.815 2.863 -0.603
C 1.723 2.703 0.623
C 2.274 1.293 0.768
S 3.238 0.827 -0.722
C 4.209 -0.543 -0.169
C 3.897 -1.307 0.947
C 4.713 -2.369 1.300
C 5.828 -2.683 0.544
C 6.129 -1.929 -0.580
C 5.327 -0.863 -0.935
C -3.735 1.322 0.270
C -4.724 0.367 0.225
H -7.260 -0.988 -0.396
H -6.731 -1.139 1.294
H -7.301 -2.559 0.417
H -6.028 -3.797 -0.759
H -4.526 -3.240 -1.494
H -4.528 -3.832 0.183
H -2.777 -2.313 -0.473
H -1.066 -0.636 -0.407
H -0.122 1.046 -1.127
H 1.399 2.748 -1.519
H 0.369 3.861 -0.577
H 2.544 3.416 0.544
H 1.142 2.937 1.518
H 1.461 0.576 0.892
H 2.952 1.236 1.619
H 3.024 -1.091 1.543
H 4.467 -2.956 2.172
H 6.459 -3.512 0.826
H 6.996 -2.167 -1.178
H 5.555 -0.265 -1.805
H -3.979 2.349 0.496
H -5.742 0.669 0.405
*
```


No. 6
4 unconnected molecules or ions with the total composition C48H108F6P4, computed with ωB97M-V/def2-TZVPD.

DFT total energy (eV): -104985.1585
Lowest unoccupied orbital energy (Ha): -0.130
E_HOMO (Ha): -0.539
Relative energy (zero: lowest compared OMol25 entry of this formula, charge and spin) (eV): 0.000

```
! RIJCOSX wB97M-V def2-TZVPD def2/J DEFGRID3
* xyz 2 1
C 6.213 0.142 -0.042
C 5.589 1.356 -0.677
C 5.006 1.087 -2.039
C 3.825 0.121 -2.001
P 3.721 -1.096 -3.312
C 3.308 -0.258 -4.859
C 2.148 0.721 -4.823
C 1.789 1.227 -6.228
C 2.563 2.452 -6.659
C 2.456 -2.312 -2.906
C 1.137 -1.790 -2.331
C 0.225 -2.892 -1.812
C -1.228 -2.432 -1.754
C 5.293 -1.938 -3.523
C 5.357 -3.008 -4.650
C 5.048 -4.431 -4.150
C 4.863 -5.372 -5.335
H 6.891 -0.355 -0.738
H 5.414 -0.573 0.202
H 6.653 0.285 0.942
H 6.310 2.172 -0.779
H 4.772 1.770 -0.075
H 5.746 0.663 -2.727
H 4.682 2.025 -2.495
H 2.866 0.630 -1.872
H 3.806 -0.526 -1.108
H 3.125 -1.095 -5.551
H 4.220 0.184 -5.273
H 2.560 1.595 -4.302
H 1.270 0.352 -4.301
H 0.713 1.454 -6.241
H 1.817 0.405 -6.953
H 2.378 2.777 -7.677
H 3.647 2.296 -6.556
H 2.431 3.244 -5.914
H 2.903 -3.010 -2.188
H 2.313 -2.925 -3.806
H 0.635 -1.146 -3.060
H 1.464 -1.133 -1.522
H 0.516 -3.071 -0.775
H 0.300 -3.760 -2.467
H -1.649 -2.239 -2.745
H -1.341 -1.549 -1.117
H -1.852 -3.184 -1.264
H 5.629 -2.322 -2.559
H 5.928 -1.128 -3.900
H 6.328 -2.961 -5.132
H 4.547 -2.798 -5.355
H 4.092 -4.372 -3.625
H 5.846 -4.798 -3.506
H 4.313 -4.905 -6.153
H 4.490 -6.360 -5.081
H 5.854 -5.562 -5.771
C -6.686 2.831 -5.663
C -5.769 2.525 -4.453
C -5.061 1.185 -4.565
C -3.900 0.907 -3.581
P -2.713 2.206 -3.223
C -2.131 2.855 -4.796
C -1.435 4.213 -4.763
C -1.121 4.781 -6.149
C -2.355 4.990 -7.004
C -3.435 3.489 -2.186
C -4.292 3.035 -1.002
C -3.575 2.837 0.352
C -2.694 3.999 0.770
C -1.391 1.477 -2.248
C -0.238 2.406 -1.884
C 0.485 1.952 -0.637
C 1.815 2.648 -0.392
H -6.706 3.907 -5.816
H -7.684 2.446 -5.480
H -6.290 2.356 -6.562
H -6.437 2.520 -3.586
H -5.047 3.324 -4.302
H -4.719 1.043 -5.596
H -5.759 0.356 -4.424
H -3.311 0.080 -3.991
H -4.331 0.575 -2.634
H -3.060 2.965 -5.371
H -1.527 2.085 -5.284
H -0.513 4.134 -4.168
H -1.988 4.936 -4.152
H -0.387 4.134 -6.634
H -0.628 5.737 -5.965
H -2.731 4.057 -7.421
H -2.082 5.681 -7.801
H -3.165 5.468 -6.449
H -3.922 4.263 -2.781
H -2.573 4.070 -1.833
H -4.832 2.118 -1.253
H -5.082 3.778 -0.878
H -2.994 1.914 0.340
H -4.416 2.776 1.045
H -1.876 4.184 0.068
H -2.267 3.789 1.749
H -3.234 4.948 0.800
H -1.015 0.650 -2.859
H -1.859 1.006 -1.379
H -0.536 3.459 -1.787
H 0.444 2.459 -2.742
H 0.673 0.867 -0.686
H -0.101 1.941 0.289
H 1.585 3.687 -0.111
H 2.460 2.740 -1.267
H 2.356 2.244 0.462
C -2.017 -0.975 1.972
C -2.427 -0.412 3.325
C -2.921 -1.435 4.328
C -1.933 -2.497 4.840
P -0.878 -2.041 6.222
C -1.908 -2.082 7.708
C -2.268 -3.486 8.180
C -3.225 -3.483 9.387
C -4.572 -2.869 9.037
C 0.406 -3.284 6.369
C 1.638 -2.933 5.563
C 2.608 -4.099 5.452
C 2.995 -4.706 6.799
C -0.168 -0.386 6.078
C -1.045 0.771 6.557
C -0.404 2.095 6.238
C -1.301 3.250 6.720
H -1.921 -0.194 1.219
H -2.773 -1.705 1.650
H -1.095 -1.550 2.000
H -3.277 0.272 3.199
H -1.644 0.242 3.716
H -3.765 -1.977 3.893
H -3.391 -0.905 5.165
H -1.270 -2.759 4.000
H -2.476 -3.429 4.996
H -2.775 -1.453 7.488
H -1.317 -1.566 8.475
H -1.346 -4.007 8.448
H -2.712 -4.055 7.355
H -2.688 -2.950 10.173
H -3.418 -4.521 9.656
H -5.260 -2.939 9.882
H -5.019 -3.373 8.181
H -4.511 -1.790 8.867
H -0.010 -4.242 6.032
H 0.610 -3.507 7.421
H 2.214 -2.066 5.893
H 1.329 -2.715 4.536
H 3.488 -3.809 4.877
H 2.164 -4.883 4.826
H 3.283 -3.932 7.515
H 3.828 -5.403 6.724
H 2.165 -5.284 7.212
H 0.124 -0.276 5.031
H 0.742 -0.459 6.683
H -1.253 0.689 7.625
H -2.006 0.695 6.040
H -0.275 2.239 5.163
H 0.576 2.222 6.703
H -2.313 3.077 6.336
H -0.981 4.214 6.321
H -1.382 3.396 7.797
P 2.436 -1.340 1.829
F 1.382 -0.990 3.006
F 3.526 -1.868 2.856
F 1.777 -2.816 1.707
F 3.395 -1.729 0.554
F 1.343 -0.821 0.702
F 3.035 0.146 1.902
*
```